# 1
Entry from OMol25: C24H26F10N5O3Pt as an isolated structure (ωB97M-V/def2-TZVPD).

Computed properties:
Charge: +1
Relative energy (zero: lowest compared OMol25 entry of this formula, charge and spin) (kcal per mole): 8.6
F_max (eV Å⁻¹): 0.620
Spin multiplicity: 5

Last column: Löwdin spin population.
Positions of all 69 atoms, in Å:
Pt (0.1250, 0.3786, 0.5235)  1.514
C (-0.8063, 2.4820, 2.7223)  0.007
N (-1.3908, 1.5954, 1.7122)  0.098
C (-2.1368, 2.3751, 0.7023)  0.009
C (-1.2064, 3.0323, -0.3135)  0.042
N (-0.4668, 1.9912, -1.0139)  0.453
C (0.1389, 2.2098, -2.1707)  0.066
C (0.4951, 1.0843, -2.9783)  0.128
F (-0.0166, -0.1053, -2.6863)  0.032
C (1.2433, 1.2031, -4.1166)  -0.017
F (1.5534, 0.1348, -4.8354)  -0.016
C (1.6784, 2.4576, -4.5244)  0.158
F (2.4194, 2.5832, -5.6045)  0.054
C (1.3143, 3.5987, -3.8034)  -0.003
F (1.7445, 4.7860, -4.2095)  -0.011
C (0.5451, 3.4814, -2.6800)  0.107
F (0.2772, 4.5903, -1.9812)  0.030
C (-2.1995, 0.5321, 2.3319)  0.003
C (-1.3398, -0.4852, 3.0634)  0.047
N (-0.2488, -0.9814, 2.2158)  0.499
C (0.3899, -2.1132, 2.5390)  0.040
C (0.2999, -2.8013, 3.7880)  0.107
F (-0.4317, -2.3045, 4.7871)  0.034
C (0.9973, -3.9556, 4.0473)  -0.012
F (0.9025, -4.5397, 5.2314)  -0.014
C (1.8250, -4.5074, 3.0727)  0.139
F (2.4909, -5.6150, 3.3209)  0.049
C (1.9452, -3.8810, 1.8358)  -0.016
F (2.7145, -4.4186, 0.9013)  -0.015
C (1.2546, -2.7202, 1.5804)  0.108
F (1.3791, -2.1932, 0.3693)  0.031
H (-1.5912, 2.9756, 3.3049)  0.004
H (-0.1989, 3.2454, 2.2403)  0.000
H (-0.1710, 1.9216, 3.4046)  0.000
H (-2.7407, 3.1458, 1.1951)  0.003
H (-2.8086, 1.6895, 0.1870)  0.000
H (-0.5170, 3.7277, 0.1746)  0.016
H (-1.8136, 3.6263, -0.9998)  0.006
H (-2.7346, 0.0279, 1.5311)  0.000
H (-2.9279, 0.9462, 3.0401)  0.001
H (-1.9883, -1.3055, 3.3750)  0.009
H (-0.9140, -0.0667, 3.9803)  0.018
N (1.9273, 1.0606, 1.8338)  0.121
C (3.2395, 0.4564, 1.4918)  0.008
C (3.8358, 1.0510, 0.2355)  -0.001
C (3.0752, 0.7363, -1.0414)  0.005
O (3.6212, 0.9088, -2.1212)  0.006
O (1.8514, 0.3532, -0.9147)  0.071
H (2.0050, 2.0741, 1.8314)  0.001
H (1.6769, 0.7927, 2.7801)  0.002
H (3.0812, -0.6130, 1.3518)  0.001
H (3.9256, 0.5881, 2.3315)  0.004
H (4.8621, 0.7051, 0.1138)  0.000
H (3.8958, 2.1415, 0.3273)  0.000
C (-3.0083, -0.2132, -2.8347)  0.002
N (-2.4760, -1.5082, -2.4353)  0.012
C (-2.5679, -2.5916, -3.4109)  0.001
C (-1.9284, -1.6727, -1.2300)  0.009
C (-1.3663, -3.0281, -0.8940)  0.000
O (-1.8782, -0.7444, -0.4004)  0.044
H (-4.0962, -0.2514, -2.9095)  0.000
H (-2.5974, 0.0591, -3.8068)  0.000
H (-2.7189, 0.5308, -2.1001)  0.001
H (-2.8294, -2.1574, -4.3721)  0.000
H (-3.3397, -3.3141, -3.1425)  0.000
H (-1.6157, -3.1056, -3.5239)  0.000
H (-2.0581, -3.8290, -1.1523)  0.000
H (-1.1641, -3.0604, 0.1735)  0.000
H (-0.4364, -3.1968, -1.4404)  0.000

=====

# 2
Entry from OMol25: C24H26F3N2NaO6PS as an isolated structure (ωB97M-V/def2-TZVPD).

Computed properties:
Charge: -1
Relative energy (zero: lowest compared OMol25 entry of this formula, charge and spin) (kcal per mole): 0.0
F_max (eV Å⁻¹): 0.665

Last column: Mulliken charge in e.
Positions of all 64 atoms, in Å:
Na (-0.3555, 2.6504, -0.5896)  0.935
N (3.4360, 1.6461, 1.2141)  -0.305
C (4.0289, 0.5598, 0.6047)  0.417
C (5.4247, 0.4044, 0.6589)  -0.538
C (6.0412, -0.7165, 0.1439)  -0.520
C (5.2931, -1.7284, -0.4499)  -0.910
C (3.9187, -1.5820, -0.5148)  -0.070
C (3.2705, -0.4562, -0.0094)  0.179
P (1.4647, -0.2575, -0.0167)  0.968
C (0.8944, -1.1486, -1.4893)  0.208
C (1.6231, -1.1378, -2.6779)  -0.760
C (1.0666, -1.6304, -3.8484)  -0.663
C (-0.2272, -2.1284, -3.8541)  -0.627
C (-0.9687, -2.1207, -2.6829)  -0.350
C (-0.4140, -1.6311, -1.5117)  -0.397
C (1.0111, -1.3401, 1.3757)  0.276
C (0.7528, -0.7165, 2.5932)  -0.316
C (0.4475, -1.4740, 3.7160)  -0.531
C (0.3773, -2.8561, 3.6266)  -0.504
C (0.6231, -3.4845, 2.4128)  -0.703
C (0.9441, -2.7296, 1.2948)  0.162
H (4.0691, 2.3933, 1.4517)  0.284
H (2.5585, 2.0190, 0.8584)  0.024
H (6.0183, 1.1850, 1.1228)  0.302
H (7.1203, -0.7982, 0.2043)  0.358
H (5.7687, -2.6122, -0.8553)  0.398
H (3.3192, -2.3578, -0.9749)  0.339
H (2.6271, -0.7324, -2.6930)  0.489
H (1.6450, -1.6110, -4.7644)  0.388
H (-0.6643, -2.4997, -4.7729)  0.361
H (-1.9957, -2.4643, -2.6831)  0.404
H (-1.0204, -1.5798, -0.6170)  -0.007
H (0.7685, 0.3647, 2.6547)  0.284
H (0.2470, -0.9750, 4.6561)  0.401
H (0.1248, -3.4440, 4.5011)  0.365
H (0.5667, -4.5638, 2.3357)  0.399
H (1.1326, -3.2226, 0.3483)  0.322
C (-2.7476, -1.7939, 1.6497)  -0.491
N (-3.4538, -0.5579, 1.4046)  0.290
C (-4.8601, -0.6387, 1.0983)  -0.964
C (-2.7705, 0.5828, 1.1531)  -0.270
O (-1.5556, 0.6923, 1.1696)  -0.514
H (-3.1643, -2.3064, 2.5205)  0.424
H (-1.6999, -1.5699, 1.8369)  -0.170
H (-2.8249, -2.4647, 0.7872)  0.312
H (-5.4404, -0.9636, 1.9676)  0.322
H (-5.0356, -1.3397, 0.2776)  0.295
H (-5.2182, 0.3381, 0.7784)  0.315
H (-3.4256, 1.4364, 0.9422)  0.517
C (-1.3885, 5.4862, 0.9766)  -0.700
O (-0.4223, 4.8322, 0.1878)  -0.147
C (0.7602, 4.3198, 0.9969)  -0.832
O (1.4508, 3.6601, 0.2411)  -0.370
H (-1.4851, 6.5341, 0.6721)  0.240
H (-1.0946, 5.4509, 2.0303)  0.357
H (-2.3632, 5.0034, 0.8572)  0.189
F (-3.5748, 1.3863, -4.4385)  -0.231
C (-3.3428, 2.3433, -3.5326)  0.346
F (-4.4990, 2.9836, -3.3175)  -0.232
F (-2.4873, 3.2156, -4.0701)  -0.225
S (-2.6800, 1.6241, -1.9563)  1.631
O (-1.2789, 1.3872, -2.2540)  -0.787
O (-3.4880, 0.4468, -1.7605)  -0.627
O (-2.8482, 2.6879, -0.9866)  -0.740

=====

# 3
Entry from OMol25: C24H26F4O4 as an isolated structure in a non-equilibrium geometry (ωB97M-V/def2-TZVPD).

Computed properties:
Charge: 0
Relative energy (zero: lowest compared OMol25 entry of this formula, charge and spin) (kcal per mole): 43.5
F_max (eV Å⁻¹): 6.732

Last column: Mulliken charge in e.
Positions of all 58 atoms, in Å:
C (4.1612, 0.4551, 3.0972)  -1.278
C (2.8530, 1.0801, 2.6492)  -0.362
C (2.3512, 0.4274, 1.3348)  -0.420
C (1.2090, 1.1423, 0.8931)  -2.206
C (-0.0386, 0.4128, 0.6624)  4.155
C (-1.3138, 1.2380, 0.6614)  -1.097
O (-2.4205, 0.7205, 0.6818)  -0.622
O (-1.0959, 2.5417, 0.6472)  -0.250
C (-2.2021, 3.4648, 0.8235)  -0.362
C (-2.0112, 4.5908, -0.1511)  -1.061
C (-0.3751, -0.5439, 1.8539)  -0.821
O (-0.7420, -0.1354, 2.9329)  -0.639
O (-0.1509, -1.8383, 1.6214)  0.008
C (-0.3803, -2.6799, 2.7837)  -0.352
C (0.1241, -4.0524, 2.4804)  -1.098
H (4.5662, 1.0179, 3.9384)  0.395
H (4.0086, -0.5818, 3.4166)  0.302
H (4.8908, 0.4640, 2.2804)  0.325
H (2.0693, 0.9444, 3.4125)  0.259
H (2.9595, 2.1621, 2.4797)  0.376
H (3.1076, 0.4882, 0.5422)  0.459
H (2.1132, -0.6345, 1.5126)  0.256
H (1.2550, 2.1315, 0.4846)  0.601
H (-0.9897, -0.7845, -0.7311)  0.222
H (-3.1332, 2.9249, 0.6609)  0.364
H (-2.1251, 3.7957, 1.8607)  0.316
H (-2.7660, 5.3572, 0.0314)  0.436
H (-1.0222, 5.0482, -0.0506)  0.277
H (-2.1326, 4.2303, -1.1788)  0.176
H (0.1655, -2.2001, 3.5925)  0.329
H (-1.4515, -2.6539, 2.9877)  0.286
H (-0.0711, -4.6884, 3.3424)  0.452
H (-0.3696, -4.4988, 1.6170)  0.190
H (1.2045, -4.0592, 2.3240)  0.286
F (-3.6193, -2.6101, -3.7180)  -0.313
C (-2.5729, -2.7916, -2.8512)  0.483
C (-2.3976, -4.0052, -2.1824)  -1.014
C (-1.3158, -4.1300, -1.3024)  0.235
F (-1.0679, -5.3270, -0.6651)  -0.326
C (-0.5275, -3.0219, -0.9544)  -0.848
C (-0.9840, -1.8183, -1.4528)  0.899
C (0.0957, -0.1919, -0.5735)  -0.213
C (0.2554, 0.7039, -1.7914)  -0.360
C (1.5337, 0.8535, -2.3393)  -0.588
C (1.7428, 1.8666, -3.2678)  0.123
F (3.0300, 2.1541, -3.6721)  -0.327
C (0.6985, 2.6552, -3.7675)  -0.845
C (-0.5888, 2.3592, -3.3109)  -0.405
F (-1.6523, 3.1098, -3.7916)  -0.359
C (-0.8374, 1.3727, -2.3482)  -0.465
C (-1.7682, -1.6740, -2.5716)  -1.193
H (-3.0325, -4.8759, -2.3982)  0.442
H (0.3784, -3.1154, -0.3648)  0.819
H (0.9062, -0.9370, -0.6074)  1.710
H (2.3555, 0.2443, -1.9754)  0.475
H (0.8725, 3.4440, -4.5098)  0.483
H (-1.8712, 1.1513, -2.0627)  1.013
H (-1.8805, -0.7032, -3.0161)  0.673

=====

# 4
Entry from OMol25: an isolated molecule of C24H26FN3O2 (ωB97M-V/def2-TZVPD).

Computed properties:
Charge: 0
Structure (SMILES): COc1ccc2cccc(N3CCN(CCNC(=O)c4ccc(F)cc4)CC3)c2c1
Relative energy (zero: lowest compared OMol25 entry of this formula, charge and spin) (kcal per mole): 38.5
F_max (eV Å⁻¹): 0.540

Last column: Mulliken charge in e.
Positions of all 56 atoms, in Å:
C (6.6566, 2.3084, 0.9666)  -0.917
O (5.3605, 1.9142, 0.5905)  -0.435
C (5.0766, 0.5799, 0.5111)  0.411
C (5.9943, -0.4452, 0.8028)  -0.588
C (5.6243, -1.7522, 0.6441)  -1.137
C (4.3318, -2.1106, 0.2174)  0.412
C (3.9722, -3.4556, -0.0103)  -0.832
C (2.7244, -3.7626, -0.4702)  -0.995
C (1.7681, -2.7569, -0.6659)  -0.143
C (2.0603, -1.4353, -0.4177)  -0.347
N (1.1241, -0.4046, -0.5890)  0.454
C (0.6732, 0.2725, 0.6120)  -1.101
C (0.0716, 1.6224, 0.2334)  -0.679
N (-1.0466, 1.4137, -0.6707)  0.693
C (-1.7797, 2.6374, -0.9573)  -0.870
C (-2.7643, 2.9334, 0.1821)  -0.964
N (-3.5206, 1.7406, 0.4729)  -0.082
C (-4.8365, 1.6148, 0.1909)  0.412
O (-5.5519, 2.5565, -0.0912)  -0.667
C (-5.3631, 0.2185, 0.3104)  0.236
C (-6.6683, 0.0451, 0.7610)  -0.402
C (-7.2147, -1.2190, 0.8726)  -0.585
C (-6.4415, -2.3071, 0.5090)  0.370
F (-6.9624, -3.5465, 0.6121)  -0.321
C (-5.1505, -2.1633, 0.0321)  -0.679
C (-4.6130, -0.8927, -0.0642)  -0.273
C (-0.5825, 0.7267, -1.8627)  -1.353
C (0.0054, -0.6301, -1.4747)  -0.753
C (3.3844, -1.0793, -0.0163)  0.791
C (3.7981, 0.2562, 0.1107)  -0.096
H (7.4117, 1.9376, 0.2656)  0.365
H (6.6508, 3.3972, 0.9431)  0.249
H (6.9040, 1.9728, 1.9794)  0.352
H (6.9948, -0.2116, 1.1317)  0.407
H (6.3390, -2.5386, 0.8412)  0.364
H (4.7037, -4.2296, 0.1693)  0.393
H (2.4497, -4.7891, -0.6651)  0.384
H (0.7809, -3.0434, -0.9950)  0.460
H (1.5091, 0.4077, 1.2974)  0.635
H (-0.1002, -0.3280, 1.1231)  0.228
H (-0.2847, 2.1254, 1.1338)  0.352
H (0.8497, 2.2509, -0.2341)  0.321
H (-1.1137, 3.5001, -1.1139)  0.315
H (-2.3549, 2.4800, -1.8727)  0.459
H (-2.2332, 3.2554, 1.0830)  0.365
H (-3.4693, 3.7128, -0.1122)  0.474
H (-2.9508, 0.9171, 0.5971)  0.140
H (-7.2446, 0.9197, 1.0207)  0.443
H (-8.2214, -1.3705, 1.2284)  0.435
H (-4.5881, -3.0366, -0.2591)  0.454
H (-3.6155, -0.7737, -0.4625)  0.571
H (-1.4306, 0.5757, -2.5352)  0.497
H (0.1887, 1.3093, -2.3945)  0.274
H (0.3563, -1.1437, -2.3714)  0.527
H (-0.7862, -1.2346, -0.9989)  0.397
H (3.1246, 1.0583, -0.1408)  0.580